Formula: C36H73Cl6N7O16
Source: the Open Molecules 2025 dataset
Level of theory: ωB97M-V with the def2-TZVPD basis set

Frontier orbital gap   0.3248 Eh
Electronic energy   -5763.97442 hartree
Highest occupied orbital energy   -8.8357 eV

Geometry (Å):
C -1.976 -2.728 -3.165
C -3.066 -2.897 -2.107
O -2.607 -4.101 -1.513
C -1.981 -4.859 -2.435
O -1.728 -6.009 -2.296
O -1.675 -4.087 -3.509
H -1.094 -2.312 -2.677
H -2.304 -2.151 -4.025
H -4.083 -2.957 -2.502
H -3.023 -2.071 -1.397
C -5.530 -2.721 0.789
C -4.558 -3.405 1.754
O -3.840 -2.318 2.296
C -3.913 -1.283 1.444
O -3.270 -0.284 1.537
O -4.815 -1.515 0.477
H -6.470 -2.510 1.292
H -5.605 -3.318 -0.116
H -3.957 -4.172 1.257
H -5.100 -3.977 2.508
C -1.871 0.943 4.434
C -1.679 1.776 5.714
O -2.602 1.202 6.619
C -3.189 0.121 6.088
O -3.903 -0.591 6.713
O -2.858 -0.020 4.773
H -0.993 0.440 4.037
H -2.217 1.654 3.683
H -1.885 2.820 5.491
H -0.639 1.740 6.041
C -3.303 4.856 -2.168
C -1.811 4.843 -2.078
O -1.140 5.868 -2.082
N -1.235 3.624 -1.987
C 0.174 3.392 -1.809
H -3.695 3.889 -2.489
H -3.631 5.589 -2.903
H -3.737 5.124 -1.204
H -1.804 2.801 -1.841
H 0.805 3.733 -2.632
H 0.380 2.352 -1.592
H 0.506 4.016 -0.970
C 1.083 4.730 5.127
C 0.944 3.910 3.851
O -0.119 3.350 3.577
N 1.998 3.903 3.020
C 2.027 3.221 1.734
H 0.674 4.169 5.963
H 0.537 5.664 5.016
H 2.145 4.917 5.298
H 2.838 4.410 3.234
H 2.457 3.873 0.971
H 1.093 2.814 1.371
H 2.776 2.430 1.854
C -4.295 0.923 -1.218
C -3.006 0.872 -1.962
O -1.945 0.656 -1.369
N -3.001 1.076 -3.310
C -1.839 1.045 -4.165
H -4.188 0.281 -0.348
H -5.115 0.584 -1.855
H -4.491 1.950 -0.909
H -3.869 1.214 -3.799
H -0.897 0.987 -3.634
H -1.847 1.948 -4.782
H -1.836 0.220 -4.882
C 1.561 -2.862 -5.600
C 1.329 -1.522 -4.948
O 0.650 -0.656 -5.467
N 1.933 -1.354 -3.748
C 1.969 -0.054 -3.106
H 0.694 -3.514 -5.471
H 2.363 -3.407 -5.097
H 1.771 -2.717 -6.655
H 2.599 -2.013 -3.390
H 0.984 0.373 -2.949
H 2.698 0.628 -3.546
H 2.364 -0.166 -2.094
C 4.528 0.832 -0.485
C 3.863 2.098 -1.013
O 2.640 2.144 -1.027
N 4.642 3.156 -1.297
C 4.115 4.469 -1.611
H 3.928 0.545 0.374
H 5.577 0.997 -0.245
H 4.459 0.074 -1.265
H 5.642 3.144 -1.216
H 3.198 4.719 -1.078
H 4.004 4.551 -2.694
H 4.796 5.240 -1.244
C -3.566 5.001 3.474
C -3.515 4.444 2.061
O -4.417 4.669 1.274
N -2.496 3.588 1.786
C -2.243 3.011 0.474
H -3.929 6.024 3.430
H -2.617 4.947 4.009
H -4.273 4.398 4.045
H -1.847 3.395 2.533
H -1.167 3.102 0.306
H -2.708 3.596 -0.314
H -2.581 1.974 0.477
C 2.195 -8.103 -3.560
C 2.126 -7.053 -2.447
O 2.492 -7.276 -1.310
N 1.697 -5.834 -2.858
C 1.675 -4.640 -2.044
H 3.146 -8.013 -4.084
H 1.313 -8.029 -4.188
H 2.307 -9.017 -2.978
H 1.361 -5.749 -3.801
H 0.926 -4.594 -1.252
H 1.465 -3.718 -2.583
H 2.670 -4.562 -1.602
Cl 2.214 -5.053 1.388
C 3.984 -5.068 1.184
C 4.612 -3.755 1.551
Cl 4.144 -2.448 0.423
H 4.160 -5.372 0.155
H 4.371 -5.835 1.854
H 5.698 -3.850 1.512
H 4.361 -3.456 2.566
Cl 5.583 -0.396 3.000
C 4.373 -0.114 4.272
C 3.446 -1.279 4.548
Cl 4.377 -2.661 5.228
H 3.816 0.751 3.913
H 4.933 0.172 5.158
H 2.967 -1.660 3.650
H 2.702 -0.999 5.288
Cl -0.363 -2.568 0.328
C 0.502 -1.147 -0.310
C 0.224 0.027 0.598
Cl 1.019 -0.093 2.184
H 0.068 -0.982 -1.291
H 1.579 -1.298 -0.287
H -0.843 0.209 0.740
H 0.544 0.966 0.137